Entry 1:
{"formula": "C3H4DyO3", "method": "ωB97M-V with the def2-TZVPD basis set", "s_squared": 12.02, "multiplicity": 7, "lumo_energy_ev": [-9.43, -10.12], "max_force_ev_per_a": 7.1, "e_above_lowest_ev": 1.697, "total_energy_ev": -33382.289, "charge": 2, "elements": ["O", "C", "C", "O", "O", "C", "Dy", "H", "H", "H", "H"], "positions_angstrom": [[-0.48822, -0.77631, 1.30884], [0.43222, 0.05370, 0.79752], [0.28731, -2.27931, 1.16203], [0.18149, 1.30554, 0.65633], [0.89264, -0.58042, -0.38443], [0.86686, -2.01618, -0.21952], [-0.97629, 1.35492, -1.28267], [-0.47013, -3.06259, 1.23391], [1.04242, -2.39611, 1.94820], [0.22000, -2.43024, -1.00111], [1.89964, -2.36472, -0.33346]], "forces_ev_per_a": [[3.751, -1.268, 1.704], [-5.447, -0.024, -4.486], [-0.638, 1.563, -0.116], [1.382, -2.392, 0.859], [1.115, 1.562, 1.895], [0.041, -0.683, -0.297], [0.423, 0.126, 0.335], [-0.107, 0.506, -0.036], [-0.447, 0.578, 0.053], [0.276, 0.139, 0.055], [-0.350, -0.109, 0.037]]}

---

Entry 2:
{"formula": "C23H30BClIrN2O2", "method": "ωB97M-V with the def2-TZVPD basis set", "s_squared": 0.77, "multiplicity": 2, "lumo_energy_ev": [-6.79, -9.81], "max_force_ev_per_a": 2.3, "e_above_lowest_ev": 0.000, "total_energy_ev": -47433.985, "charge": 2, "elements": ["Ir", "C", "C", "C", "C", "C", "C", "C", "C", "C", "C", "H", "H", "H", "H", "H", "H", "H", "H", "H", "H", "H", "H", "H", "H", "Cl", "C", "C", "C", "C", "C", "C", "C", "O", "O", "H", "H", "H", "H", "B", "C", "N", "H", "H", "H", "C", "C", "C", "C", "C", "N", "H", "H", "H", "H", "H", "H", "H", "H", "H"], "positions_angstrom": [[-0.49365, -0.36149, 1.09135], [2.52010, -0.63180, 4.80395], [2.23503, -1.16495, 3.38898], [3.27267, -0.65883, 2.39181], [0.81396, -0.79064, 3.07277], [-0.19722, -1.76663, 2.91819], [-1.56392, -1.39856, 2.88305], [-1.97937, -0.05692, 2.93268], [-3.42040, 0.31939, 3.03633], [-0.94331, 0.92518, 2.90796], [0.42032, 0.57413, 2.96838], [3.48066, -1.01860, 5.14029], [1.76256, -0.94513, 5.52274], [2.57733, 0.45777, 4.81123], [2.28211, -2.25578, 3.42019], [3.20863, 0.42134, 2.24618], [3.16949, -1.15521, 1.43148], [4.26753, -0.87795, 2.77741], [0.07152, -2.81377, 2.89329], [-2.31160, -2.17730, 2.79733], [-3.73492, 0.90877, 2.17943], [-3.56336, 0.92787, 3.93045], [-4.04687, -0.56589, 3.12149], [-1.21996, 1.96794, 2.83202], [1.16838, 1.35432, 2.97658], [-4.33839, 3.23845, -5.52222], [-3.63774, 2.83935, -4.06154], [-3.02236, 1.56306, -3.91554], [-2.46470, 1.23425, -2.71662], [-2.52076, 2.15562, -1.64946], [-3.14833, 3.41841, -1.78937], [-3.68714, 3.77314, -2.98796], [-2.02586, 1.72824, -0.28892], [-2.66514, 2.06194, 0.68751], [-0.92312, 1.05084, -0.31713], [-3.01999, 0.87804, -4.75327], [-2.01017, 0.26282, -2.57158], [-3.19808, 4.07796, -0.93371], [-4.16601, 4.72975, -3.14438], [-2.28624, -2.33463, -2.65089], [-1.76743, -1.91792, -1.24186], [-1.42623, -1.54513, -0.19983], [-2.01614, -3.48829, -2.82892], [-1.65417, -1.60206, -3.39672], [-3.46448, -2.08743, -2.66553], [3.45937, 0.81648, -2.14537], [2.92067, -0.60947, -1.96407], [2.23380, -1.11556, -3.24444], [4.03743, -1.57117, -1.52675], [1.89770, -0.58194, -0.91484], [1.09651, -0.55173, -0.10057], [4.21625, 0.79623, -2.92863], [3.92458, 1.18758, -1.23242], [2.67144, 1.50442, -2.44956], [2.98526, -1.17603, -4.03097], [1.45034, -0.43211, -3.57041], [1.80193, -2.10596, -3.10446], [4.77368, -1.61723, -2.32838], [3.65600, -2.57813, -1.35868], [4.54181, -1.21903, -0.62804]], "forces_ev_per_a": [[-0.246, -0.448, 2.265], [-0.009, -0.017, 0.030], [0.020, -0.124, -0.019], [0.027, 0.036, 0.045], [-0.078, 0.132, -0.132], [0.141, 0.194, -0.316], [0.049, 0.024, -0.283], [0.133, 0.138, -0.354], [-0.111, -0.062, -0.013], [0.099, 0.054, -0.164], [-0.091, 0.057, -0.228], [0.001, 0.001, -0.003], [0.002, -0.008, 0.007], [-0.005, 0.005, -0.003], [0.002, 0.010, -0.033], [-0.005, 0.005, -0.008], [0.007, -0.010, -0.048], [-0.004, 0.008, 0.001], [0.011, -0.013, -0.043], [-0.007, -0.002, -0.085], [0.000, 0.004, 0.052], [0.006, -0.002, 0.012], [0.002, 0.003, -0.013], [-0.025, 0.009, -0.014], [0.004, 0.004, 0.029], [0.070, -0.024, 0.128], [-0.073, 0.029, -0.166], [0.031, -0.108, -0.043], [-0.018, 0.014, -0.051], [-0.031, -0.156, 0.073], [-0.014, 0.071, -0.019], [0.006, 0.051, 0.108], [0.153, 0.484, 0.202], [-0.034, -0.119, -0.121], [-0.089, -0.289, -0.222], [0.003, -0.020, 0.023], [0.001, 0.041, -0.070], [0.004, 0.001, -0.009], [-0.005, 0.000, 0.011], [0.183, 0.067, -0.072], [-0.245, -0.100, 0.089], [0.195, 0.116, -0.204], [-0.011, -0.047, -0.018], [0.004, -0.051, -0.025], [-0.060, 0.031, 0.003], [0.001, 0.017, 0.006], [0.067, -0.126, -0.092], [0.008, 0.008, -0.022], [-0.012, -0.006, -0.030], [-0.020, 0.043, 0.023], [-0.020, 0.069, -0.227], [0.000, -0.009, -0.003], [0.003, 0.000, 0.003], [-0.012, 0.007, 0.003], [0.006, 0.005, 0.003], [-0.018, -0.005, 0.009], [0.001, -0.002, -0.001], [-0.001, 0.000, -0.001], [0.001, 0.004, 0.004], [0.002, 0.005, 0.029]]}